## 1
Entry from the Open Molecules 2025 dataset: a cluster of 12 separate species, C33H97N17O12 in total (the ωB97M-V functional and the def2-TZVPD basis).

Each line ends with the Mulliken charge.
Atoms and positions in Å:
C  -22.572  -20.920  -14.760  -0.769
O  -22.816  -19.721  -14.056  -0.434
C  -22.571  -19.704  -12.664  0.236
C  -22.770  -18.237  -12.204  1.184
C  -23.944  -17.558  -12.888  -1.649
N  -21.517  -17.471  -12.448  -0.714
H  -23.319  -21.695  -14.555  0.266
H  -21.549  -21.261  -14.593  0.279
H  -22.745  -20.673  -15.807  0.279
H  -23.201  -20.391  -12.094  0.260
H  -21.525  -19.980  -12.518  -0.198
H  -22.958  -18.312  -11.128  -0.345
H  -23.695  -17.357  -13.932  0.337
H  -24.203  -16.592  -12.453  0.451
H  -24.829  -18.197  -12.898  0.356
H  -21.687  -16.485  -12.259  0.259
H  -21.494  -17.496  -13.468  0.283
C  -20.252  -26.775  -10.993  -0.838
O  -20.547  -25.494  -10.454  -0.248
C  -21.499  -24.779  -11.172  -1.199
C  -21.866  -23.518  -10.399  0.820
C  -20.710  -22.585  -10.117  -0.795
N  -22.540  -23.849  -9.142  -0.476
H  -19.450  -27.160  -10.369  0.242
H  -19.890  -26.700  -12.022  0.319
H  -21.105  -27.457  -11.010  0.322
H  -21.152  -24.635  -12.209  0.484
H  -22.438  -25.322  -11.373  0.483
H  -22.588  -22.901  -10.947  0.014
H  -20.297  -22.319  -11.092  0.479
H  -19.942  -23.058  -9.499  0.439
H  -20.995  -21.663  -9.611  -0.413
H  -23.308  -24.494  -9.273  0.256
H  -21.793  -24.269  -8.595  0.228
C  -13.681  -19.648  -9.237  -0.892
O  -14.376  -18.508  -9.716  -0.368
C  -14.540  -17.519  -8.727  -1.150
C  -15.428  -17.954  -7.574  0.246
C  -16.843  -18.214  -8.086  -0.355
N  -15.369  -16.904  -6.584  -0.282
H  -12.953  -19.370  -8.464  0.399
H  -13.079  -20.125  -10.007  0.281
H  -14.334  -20.350  -8.715  0.302
H  -13.558  -17.252  -8.312  0.459
H  -14.958  -16.607  -9.157  0.505
H  -15.059  -18.912  -7.200  0.198
H  -16.919  -19.190  -8.569  0.019
H  -17.204  -17.444  -8.768  0.306
H  -17.518  -18.305  -7.231  0.027
H  -16.028  -16.842  -5.812  0.277
H  -15.289  -16.002  -7.035  0.157
C  -27.879  -18.287  -9.489  -0.766
O  -27.002  -19.303  -9.959  -0.411
C  -25.935  -19.536  -9.037  -0.888
C  -25.105  -20.686  -9.604  2.348
C  -25.851  -21.970  -9.947  -1.506
N  -24.173  -21.054  -8.494  -0.515
H  -28.537  -17.988  -10.300  0.280
H  -27.308  -17.422  -9.140  0.260
H  -28.418  -18.728  -8.644  0.308
H  -25.350  -18.629  -8.871  0.349
H  -26.394  -19.913  -8.116  0.520
H  -24.553  -20.316  -10.474  -1.252
H  -25.127  -22.761  -10.133  0.292
H  -26.463  -21.789  -10.833  0.350
H  -26.528  -22.220  -9.129  0.376
H  -23.418  -21.668  -8.784  0.235
H  -23.769  -20.145  -8.279  -0.171
C  -17.573  -16.020  -4.055  -0.625
O  -16.266  -16.519  -3.969  -0.344
C  -15.531  -15.954  -2.881  -1.012
C  -14.066  -16.365  -2.912  0.763
C  -13.297  -15.684  -1.767  -1.416
N  -13.521  -15.834  -4.200  -0.718
H  -18.026  -16.180  -5.034  -0.067
H  -17.635  -14.934  -3.916  0.434
H  -18.242  -16.433  -3.292  0.424
H  -15.736  -14.885  -2.800  0.445
H  -15.946  -16.360  -1.948  0.311
H  -13.921  -17.446  -2.853  0.252
H  -13.603  -14.660  -1.553  0.360
H  -12.241  -15.647  -2.041  0.353
H  -13.291  -16.253  -0.834  0.354
H  -14.118  -16.403  -4.804  0.151
H  -12.573  -16.090  -4.449  0.280
C  -20.286  -18.345  -4.064  -1.549
O  -20.779  -19.290  -5.000  0.319
C  -20.610  -20.616  -4.495  -1.260
C  -21.039  -21.643  -5.569  0.608
C  -20.545  -23.040  -5.269  -1.504
N  -20.498  -21.347  -6.897  -0.607
H  -19.194  -18.333  -4.083  0.636
H  -20.752  -18.444  -3.083  0.417
H  -20.507  -17.326  -4.396  0.224
H  -19.566  -20.824  -4.236  0.516
H  -21.168  -20.724  -3.560  0.454
H  -22.116  -21.549  -5.761  0.416
H  -19.458  -23.088  -5.180  0.395
H  -20.809  -23.755  -6.048  0.276
H  -20.922  -23.424  -4.315  0.376
H  -20.671  -20.422  -7.282  -0.174
H  -20.932  -21.932  -7.600  0.177
C  -26.550  -15.360  -3.844  -0.899
O  -25.326  -15.610  -4.523  -0.383
C  -24.870  -16.931  -4.190  -1.345
C  -23.808  -17.620  -5.032  1.624
C  -24.206  -17.847  -6.490  -0.785
N  -23.587  -18.945  -4.425  -0.778
H  -26.952  -14.374  -4.064  0.264
H  -26.180  -15.283  -2.809  0.377
H  -27.352  -16.099  -3.819  0.315
H  -24.584  -16.849  -3.129  0.500
H  -25.787  -17.530  -4.145  0.493
H  -22.865  -17.064  -4.991  -0.428
H  -23.502  -18.504  -7.000  -0.392
H  -24.092  -16.833  -6.886  0.294
H  -25.192  -18.291  -6.603  0.351
H  -22.670  -19.295  -4.722  -0.163
H  -23.682  -19.005  -3.421  0.293
N  -17.575  -20.553  -10.652  -0.243
C  -18.304  -19.926  -11.619  0.277
N  -19.516  -19.526  -11.140  0.041
O  -17.855  -19.597  -12.715  -0.742
H  -16.601  -20.744  -10.790  0.203
H  -18.094  -20.928  -9.878  0.117
H  -19.685  -19.428  -10.154  -0.346
H  -20.118  -18.967  -11.734  0.365
N  -24.912  -11.249  -9.586  -0.422
C  -23.816  -11.983  -9.242  0.536
N  -22.647  -11.334  -9.433  -0.293
O  -23.896  -13.185  -8.969  -0.618
H  -24.851  -10.255  -9.684  0.146
H  -25.793  -11.729  -9.622  0.241
H  -21.785  -11.839  -9.262  0.283
H  -22.646  -10.341  -9.564  0.169
N  -20.577  -16.999  -9.393  -0.028
C  -20.728  -17.953  -8.426  0.211
N  -20.311  -17.541  -7.207  0.647
O  -21.180  -19.075  -8.680  0.577
H  -20.433  -16.061  -9.068  -0.034
H  -20.776  -17.188  -10.361  0.139
H  -20.477  -18.210  -6.458  -0.466
H  -20.034  -16.593  -7.047  -0.017
N  -18.980  -12.042  -6.852  -0.284
C  -19.341  -12.282  -8.130  0.513
N  -18.424  -12.035  -9.092  -0.419
O  -20.436  -12.790  -8.420  -0.811
H  -18.328  -11.328  -6.580  0.235
H  -19.665  -12.315  -6.150  0.273
H  -18.687  -12.097  -10.058  0.230
H  -17.478  -11.801  -8.856  0.171
N  -22.351  -13.823  -6.490  0.016
C  -22.027  -13.510  -5.201  0.660
N  -23.003  -13.837  -4.328  -0.206
O  -21.024  -12.858  -4.897  -0.838
H  -21.846  -13.540  -7.311  0.077
H  -23.286  -14.171  -6.610  0.149
H  -23.868  -14.330  -4.507  0.156
H  -22.843  -13.567  -3.372  0.198

Its charge is 0. The HOMO-LUMO gap comes out at 8.88 eV. As for the structure (SMILES): COC[C@H](C)N.COC[C@H](C)N.COC[C@H](C)N.COC[C@H](C)N.COC[C@H](C)N.COC[C@H](C)N.COC[C@H](C)N.NC(N)=O.NC(N)=O.NC(N)=O.NC(N)=O.NC(N)=O. For the LUMO energy, the calculation gives 0.3872 eV.

---

## 2
Entry from the Open Molecules 2025 dataset: a structure of composition C33H97N17O12 (the ωB97M-V functional and the def2-TZVPD basis).

Each line ends with the Mulliken charge.
Atoms and positions in Å:
C  -1.693  2.565  0.249  -0.383
O  -2.152  1.975  -0.704  0.216
N  -2.022  2.461  1.546  0.013
N  -0.720  3.467  0.146  -0.279
H  -1.467  3.120  2.072  0.568
H  -2.650  1.728  1.844  -0.327
H  -0.236  3.801  0.967  0.342
H  -0.581  3.810  -0.794  0.117
C  0.303  3.879  -1.892  0.796
O  0.106  5.086  -1.875  -0.787
N  1.334  3.426  -1.237  -0.055
N  -0.247  2.920  -2.602  0.502
H  1.765  4.121  -0.643  0.281
H  1.474  2.428  -1.178  -0.831
H  -0.035  1.976  -2.312  -1.257
H  -1.015  3.186  -3.201  0.214
C  -0.799  0.954  -4.942  0.576
O  0.145  0.895  -4.134  -0.138
N  -1.983  0.913  -4.567  -0.263
N  -0.710  1.135  -6.253  -0.414
H  -2.640  0.536  -5.235  0.334
H  -2.186  0.712  -3.598  -0.643
H  0.231  1.048  -6.610  0.211
H  -1.443  1.325  -6.922  0.163
C  -2.946  0.532  -2.442  0.531
O  -3.379  -0.283  -3.266  -0.884
N  -3.327  1.769  -2.402  -0.120
N  -2.056  0.210  -1.533  0.434
H  -3.143  2.221  -1.518  -0.713
H  -4.127  2.000  -2.973  0.354
H  -2.045  0.785  -0.702  -0.572
H  -1.816  -0.767  -1.449  0.125
C  2.124  1.001  -6.376  0.247
O  1.433  0.085  -6.759  -0.681
N  2.531  2.002  -7.094  -0.354
N  1.986  1.320  -5.086  -0.477
H  2.326  2.059  -8.081  0.257
H  2.918  2.706  -6.482  0.172
H  2.332  2.264  -4.990  0.209
H  1.383  0.833  -4.439  -0.352
C  1.834  0.861  2.859  -2.210
C  0.904  2.012  3.191  0.680
C  -0.310  1.637  4.012  0.025
O  -1.142  2.823  4.087  -0.670
C  -2.420  2.358  4.502  -0.469
N  1.628  3.046  3.882  -0.624
H  2.583  0.564  3.592  1.404
H  2.375  1.058  1.933  1.181
H  1.274  -0.039  2.605  -0.441
H  0.581  2.314  2.194  -1.603
H  -0.013  1.399  5.034  1.347
H  -0.821  0.753  3.630  -0.048
H  -2.992  3.176  4.939  0.414
H  -2.411  1.514  5.193  0.094
H  -2.971  2.068  3.608  0.233
H  1.786  2.801  4.849  0.373
H  2.563  3.049  3.499  0.460
C  4.519  -1.379  -0.598  -0.933
C  4.512  -1.651  -2.110  1.247
C  3.764  -0.532  -2.863  -0.053
O  4.340  0.720  -2.731  -0.408
C  3.473  1.744  -3.054  -0.497
N  5.857  -1.893  -2.583  -0.699
H  5.018  -0.449  -0.325  0.369
H  4.994  -2.277  -0.204  0.481
H  3.540  -1.248  -0.136  -0.366
H  3.976  -2.589  -2.253  -1.526
H  2.754  -0.574  -2.454  -0.251
H  3.576  -0.738  -3.917  0.684
H  3.161  1.620  -4.091  0.267
H  4.134  2.608  -2.989  0.448
H  2.553  1.715  -2.471  0.369
H  6.229  -0.965  -2.438  0.467
H  6.343  -2.423  -1.874  0.394
C  0.093  -1.137  -1.622  -1.816
C  0.243  0.352  -1.260  1.033
C  1.012  0.359  0.184  -1.845
O  0.415  -0.321  1.271  0.359
C  -0.884  0.045  1.612  0.291
N  1.005  1.133  -2.233  -0.684
H  0.960  -1.662  -1.220  -0.567
H  0.098  -1.242  -2.707  0.075
H  -0.792  -1.550  -1.138  1.557
H  -0.603  0.965  -0.949  -0.452
H  1.366  1.295  0.618  0.897
H  1.884  -0.287  0.080  0.168
H  -0.766  1.020  2.085  0.504
H  -1.073  -0.697  2.388  -0.951
H  -1.635  -0.012  0.824  0.252
H  0.796  0.886  -3.190  1.035
H  1.952  0.834  -2.049  0.285
C  -6.199  2.697  -0.861  -1.638
C  -5.178  2.647  0.326  0.192
C  -4.685  1.223  0.784  -0.853
O  -4.058  1.223  2.024  -0.628
C  -3.722  -0.063  2.524  -0.841
N  -4.104  3.589  -0.039  -0.819
H  -5.828  2.184  -1.748  0.279
H  -6.398  3.705  -1.224  0.411
H  -7.142  2.247  -0.551  0.434
H  -5.754  3.153  1.102  0.556
H  -3.884  1.064  0.062  0.747
H  -5.422  0.421  0.787  0.614
H  -3.259  -0.048  3.510  -0.045
H  -3.041  -0.517  1.803  0.431
H  -4.633  -0.641  2.677  0.467
H  -3.945  3.605  -1.036  0.581
H  -3.215  3.370  0.387  0.593
C  1.046  -2.246  1.610  0.646
C  2.158  -2.684  2.609  0.393
C  2.761  -1.336  3.160  -1.767
O  3.327  -0.514  2.227  0.554
C  4.614  -0.747  1.750  -0.778
N  1.614  -3.553  3.666  -0.670
H  1.474  -1.802  0.711  -1.273
H  0.286  -1.613  2.068  0.060
H  0.383  -3.076  1.366  0.813
H  2.982  -3.260  2.188  0.243
H  3.457  -1.627  3.946  0.670
H  1.956  -0.809  3.673  0.817
H  5.100  0.067  1.213  0.283
H  4.669  -1.645  1.135  0.215
H  5.292  -0.854  2.596  0.389
H  0.882  -3.208  4.270  0.108
H  1.422  -4.499  3.370  0.327
C  0.553  -3.921  -1.020  -0.444
C  1.847  -4.411  -1.706  0.363
C  1.563  -5.365  -2.853  -1.241
O  0.923  -4.785  -3.958  -0.210
C  1.032  -5.747  -4.994  -0.896
N  2.594  -3.283  -2.153  -0.277
H  -0.132  -3.307  -1.604  0.210
H  0.907  -3.194  -0.289  -0.479
H  -0.001  -4.714  -0.517  0.723
H  2.456  -4.994  -1.015  0.366
H  1.113  -6.283  -2.476  0.514
H  2.561  -5.589  -3.229  0.486
H  2.023  -5.791  -5.447  0.355
H  0.414  -5.369  -5.809  0.240
H  0.718  -6.731  -4.646  0.325
H  3.361  -3.514  -2.768  0.631
H  2.128  -2.715  -2.846  -0.053
C  -4.078  -0.174  5.355  -1.418
C  -3.154  -1.007  6.111  1.077
C  -1.687  -0.640  5.866  -1.763
O  -1.286  -0.514  4.474  0.303
C  -1.208  -1.710  3.742  -0.827
N  -3.422  -0.930  7.446  -0.674
H  -3.784  -0.159  4.305  0.251
H  -4.045  0.884  5.613  0.193
H  -5.064  -0.557  5.617  0.425
H  -3.260  -2.040  5.778  0.539
H  -1.122  -1.457  6.314  0.632
H  -1.554  0.307  6.391  0.459
H  -0.793  -2.469  4.405  0.398
H  -0.529  -1.606  2.896  0.079
H  -2.225  -1.871  3.385  0.186
H  -3.221  -1.812  7.895  0.307
H  -2.825  -0.257  7.905  0.302

Its charge is 0. The HOMO-LUMO gap comes out at 8.21 eV. For the LUMO energy, the calculation gives 0.2638 eV.

---

Comparing the structures above, 1 comes out on top by 898.1 kcal/mol.